Computed, not measured: a single C21H29N3O molecule, with ωB97M-V/def2-TZVPD.

Results
- Orbital gap: 8.744 eV
- Relative energy (zero: lowest compared OMol25 entry of this formula, charge and spin): 133.62 kJ/mol
- M: 339.48 g/mol
- Energy: -28765.638 eV
- LUMO: 0.0273 Ha
- SMILES string: Cc1ccc(CN2CCN(Cc3cccc(C)n3)C[C@H]2CCO)cc1

Geometry (Å):
C -5.79 -2.49 0.53
C -4.52 -1.89 0.00
C -3.30 -2.51 0.20
C -2.13 -1.94 -0.27
C -2.16 -0.74 -0.97
C -0.90 -0.09 -1.47
N -0.75 1.23 -0.87
C 0.22 2.08 -1.52
C 1.67 1.71 -1.18
N 1.84 1.78 0.26
C 3.22 1.65 0.69
C 3.87 0.35 0.27
C 4.68 0.27 -0.85
C 5.18 -0.97 -1.23
C 4.84 -2.08 -0.47
C 4.01 -1.91 0.63
C 3.61 -3.07 1.49
N 3.55 -0.72 0.99
C 0.95 0.84 0.91
C -0.52 1.18 0.57
C -0.93 2.49 1.25
C -2.32 2.97 0.83
O -3.35 2.09 1.23
C -3.39 -0.12 -1.17
C -4.55 -0.69 -0.69
H -6.21 -1.86 1.31
H -5.62 -3.48 0.94
H -6.54 -2.57 -0.26
H -3.25 -3.45 0.74
H -1.18 -2.44 -0.10
H -0.98 0.06 -2.55
H -0.04 -0.75 -1.29
H 0.07 2.02 -2.60
H 0.04 3.10 -1.21
H 2.35 2.44 -1.64
H 1.91 0.71 -1.58
H 3.78 2.49 0.27
H 3.23 1.72 1.78
H 4.92 1.16 -1.42
H 5.82 -1.06 -2.09
H 5.20 -3.06 -0.74
H 3.09 -3.82 0.89
H 2.95 -2.72 2.28
H 4.48 -3.54 1.93
H 1.09 0.92 1.99
H 1.16 -0.20 0.62
H -1.15 0.37 0.97
H -0.20 3.27 1.02
H -0.92 2.34 2.33
H -2.35 3.12 -0.26
H -2.54 3.92 1.32
H -3.25 1.27 0.74
H -3.42 0.81 -1.71
H -5.50 -0.19 -0.86


Computed, not measured: a single C21H29N3O3 molecule, with ωB97M-V/def2-TZVPD.

Results
- Orbital gap: 8.897 eV
- Relative energy (zero: lowest compared OMol25 entry of this formula, charge and spin): 222.12 kJ/mol
- M: 371.48 g/mol
- Energy: -32861.185 eV
- LUMO: 0.0242 Ha
- SMILES string: CCOC(=O)C1(CCOc2ccccc2)CCN(Cc2cnc(C)[nH]2)CC1

Geometry (Å):
C 2.53 4.87 -0.54
C 2.11 3.74 -1.46
O 1.24 2.87 -0.73
C 0.83 1.77 -1.37
O 1.15 1.51 -2.50
C -0.12 0.95 -0.51
C -1.42 1.77 -0.34
C -2.15 2.07 -1.66
O -2.87 0.96 -2.16
C -4.02 0.57 -1.53
C -4.67 1.26 -0.51
C -5.84 0.76 0.02
C -6.39 -0.42 -0.45
C -5.75 -1.11 -1.47
C -4.58 -0.62 -2.01
C -0.40 -0.41 -1.16
C 0.84 -1.30 -1.16
N 1.35 -1.47 0.19
C 2.43 -2.44 0.23
C 2.84 -2.74 1.63
C 2.18 -3.35 2.67
N 2.97 -3.38 3.78
C 4.09 -2.80 3.45
C 5.27 -2.60 4.33
N 4.06 -2.39 2.15
C 1.73 -0.19 0.75
C 0.50 0.71 0.87
H 3.19 5.55 -1.08
H 1.65 5.42 -0.21
H 3.04 4.48 0.33
H 2.98 3.16 -1.80
H 1.58 4.11 -2.34
H -2.09 1.23 0.32
H -1.16 2.72 0.13
H -1.43 2.30 -2.45
H -2.81 2.93 -1.53
H -4.27 2.18 -0.12
H -6.33 1.30 0.81
H -7.31 -0.80 -0.03
H -6.17 -2.03 -1.85
H -4.07 -1.14 -2.80
H -0.74 -0.27 -2.18
H -1.19 -0.91 -0.59
H 0.57 -2.28 -1.55
H 1.60 -0.86 -1.82
H 3.32 -2.09 -0.34
H 2.07 -3.36 -0.24
H 1.19 -3.76 2.68
H 5.50 -1.54 4.43
H 5.04 -3.01 5.31
H 6.14 -3.11 3.93
H 4.80 -1.93 1.65
H 2.15 -0.36 1.75
H 2.50 0.31 0.13
H 0.78 1.65 1.33
H -0.23 0.21 1.50


Computed, not measured: a single C21H29N3O4S molecule, with ωB97M-V/def2-TZVPD.

Results
- Orbital gap: 8.611 eV
- Relative energy (zero: lowest compared OMol25 entry of this formula, charge and spin): 204.40 kJ/mol
- M: 419.55 g/mol
- Energy: -45743.272 eV
- LUMO: 0.0235 Ha
- SMILES string: COC(=O)c1cc(S(=O)(=O)NCC2CCN(Cc3ccc(C)cc3)CC2)cn1C

Geometry (Å):
C -6.00 -2.66 1.29
O -4.94 -1.84 0.82
C -5.26 -0.57 0.55
O -6.38 -0.12 0.69
C -4.10 0.18 0.08
C -2.80 -0.26 -0.10
C -2.07 0.83 -0.57
S -0.34 0.87 -0.96
O -0.01 -0.31 -1.69
O -0.06 2.16 -1.53
N 0.32 0.74 0.57
C 0.91 1.92 1.16
C 2.44 1.97 1.08
C 2.95 1.73 -0.34
C 4.48 1.73 -0.37
N 5.11 0.82 0.56
C 5.32 -0.55 0.11
C 4.09 -1.39 -0.14
C 3.50 -2.12 0.88
C 2.32 -2.80 0.67
C 1.70 -2.79 -0.57
C 0.39 -3.48 -0.81
C 2.32 -2.11 -1.61
C 3.50 -1.41 -1.39
C 4.61 1.00 1.91
C 3.08 0.96 2.04
C -2.93 1.90 -0.66
N -4.16 1.51 -0.27
C -5.33 2.34 -0.24
H -6.41 -2.26 2.22
H -6.80 -2.70 0.54
H -5.58 -3.65 1.45
H -2.44 -1.25 0.08
H 0.86 -0.10 0.67
H 0.59 1.99 2.20
H 0.49 2.76 0.61
H 2.75 2.98 1.40
H 2.56 2.50 -1.00
H 2.57 0.77 -0.70
H 4.84 1.50 -1.37
H 4.83 2.74 -0.10
H 5.91 -0.48 -0.81
H 5.95 -1.03 0.87
H 3.97 -2.16 1.86
H 1.86 -3.35 1.49
H -0.30 -2.77 -1.26
H -0.03 -3.85 0.12
H 0.52 -4.31 -1.50
H 1.86 -2.10 -2.58
H 3.96 -0.88 -2.21
H 5.06 0.24 2.55
H 4.96 1.98 2.24
H 2.72 -0.04 1.80
H 2.80 1.19 3.07
H -2.72 2.90 -0.99
H -5.06 3.34 -0.58
H -5.73 2.39 0.78
H -6.11 1.92 -0.88


Computed, not measured: a single C21H29N3O6S molecule in a non-equilibrium geometry, with ωB97M-V/def2-TZVPD.

Results
- Orbital gap: 8.577 eV
- Relative energy (zero: lowest compared OMol25 entry of this formula, charge and spin): 253.56 kJ/mol
- M: 451.54 g/mol
- Energy: -49837.715 eV
- LUMO: 0.0094 Ha
- SMILES string: COc1cccc(-c2nc(CS(=O)(=O)CC(=O)NCCCN3CCOCC3)c(C)o2)c1

Geometry (Å):
C 6.55 -4.30 -0.22
O 5.65 -5.18 -0.84
C 4.50 -4.67 -1.36
C 3.64 -5.60 -1.96
C 2.45 -5.19 -2.53
C 2.09 -3.85 -2.51
C 2.95 -2.92 -1.92
C 2.58 -1.53 -1.91
N 1.48 -1.01 -2.40
C 1.57 0.34 -2.16
C 0.47 1.25 -2.49
S -0.81 0.99 -1.19
O -1.82 2.00 -1.30
O -0.12 0.90 0.08
C -1.51 -0.65 -1.58
C -2.55 -1.00 -0.52
O -3.70 -1.26 -0.81
N -2.05 -1.04 0.73
C -2.91 -1.08 1.89
C -2.94 0.28 2.58
C -3.62 1.34 1.71
N -3.45 2.67 2.28
C -2.16 3.25 1.92
C -2.00 4.59 2.63
O -3.03 5.49 2.29
C -4.29 4.93 2.58
C -4.49 3.59 1.86
C 2.74 0.58 -1.49
C 3.33 1.83 -0.94
O 3.38 -0.60 -1.35
C 4.15 -3.33 -1.35
H 6.93 -3.55 -0.92
H 7.38 -4.92 0.13
H 6.10 -3.79 0.64
H 3.94 -6.64 -1.96
H 1.80 -5.92 -2.98
H 1.17 -3.51 -2.95
H 0.76 2.29 -2.44
H -0.01 1.02 -3.44
H -1.98 -0.58 -2.55
H -0.67 -1.33 -1.60
H -1.13 -0.63 0.87
H -2.53 -1.84 2.58
H -3.90 -1.37 1.55
H -1.92 0.59 2.80
H -3.47 0.20 3.53
H -4.69 1.12 1.67
H -3.23 1.30 0.69
H -1.36 2.58 2.22
H -2.09 3.40 0.83
H -1.07 5.08 2.35
H -2.01 4.42 3.72
H -5.03 5.66 2.26
H -4.38 4.77 3.67
H -5.47 3.18 2.15
H -4.48 3.76 0.77
H 2.71 2.20 -0.13
H 4.33 1.62 -0.56
H 3.40 2.59 -1.71
H 4.78 -2.58 -0.90


Computed, not measured: a single C21H29N3OS molecule, with ωB97M-V/def2-TZVPD.

Results
- Orbital gap: 8.481 eV
- Relative energy (zero: lowest compared OMol25 entry of this formula, charge and spin): 48.13 kJ/mol
- M: 371.55 g/mol
- Energy: -39601.593 eV
- LUMO: 0.0188 Ha
- SMILES string: CCCCc1ncc(CN2CCC[C@H](C(=O)c3ccc(SC)cc3)C2)[nH]1

Geometry (Å):
C -1.29 4.81 -1.53
C 0.12 4.70 -0.97
C 1.07 3.89 -1.86
C 0.72 2.39 -1.92
C 0.83 1.75 -0.59
N 1.92 1.30 -0.03
C 1.57 0.84 1.20
C 0.23 1.02 1.40
C -0.70 0.61 2.49
N -1.60 -0.41 1.98
C -2.71 -0.74 2.86
C -3.69 -1.66 2.13
C -2.99 -2.92 1.61
C -1.79 -2.50 0.76
C -0.99 -3.66 0.20
O -1.28 -4.82 0.41
C 0.24 -3.25 -0.52
C 0.34 -2.06 -1.24
C 1.55 -1.62 -1.71
C 2.71 -2.34 -1.45
S 4.31 -1.78 -1.89
C 4.07 0.00 -2.17
C 2.61 -3.58 -0.81
C 1.39 -4.03 -0.36
C -0.89 -1.62 1.62
N -0.23 1.60 0.25
H -1.77 3.83 -1.59
H -1.90 5.44 -0.89
H -1.28 5.24 -2.52
H 0.53 5.71 -0.87
H 0.10 4.26 0.03
H 2.08 3.99 -1.47
H 1.05 4.30 -2.87
H -0.28 2.25 -2.32
H 1.43 1.91 -2.60
H 2.30 0.41 1.85
H -0.12 0.26 3.36
H -1.31 1.47 2.81
H -3.22 0.18 3.15
H -2.35 -1.23 3.78
H -4.50 -1.93 2.81
H -4.11 -1.12 1.29
H -3.68 -3.52 1.02
H -2.64 -3.53 2.44
H -2.15 -1.90 -0.08
H -0.54 -1.48 -1.45
H 1.60 -0.69 -2.27
H 3.47 0.42 -1.36
H 5.06 0.43 -2.16
H 3.61 0.17 -3.14
H 3.51 -4.16 -0.65
H 1.31 -4.97 0.17
H 0.02 -1.34 1.08
H -0.57 -2.18 2.52
H -1.19 1.84 0.07


Computed, not measured: a molecular structure, C21H29N3OsSSi, with ωB97M-V/def2-TZVPD.

Results
- Orbital gap (spin up / spin down): 8.466 / 6.341 eV
- Relative energy (zero: lowest compared OMol25 entry of this formula, charge and spin): 47.65 kJ/mol
- M: 573.87 g/mol
- Energy: -47881.566 eV
- <S²>: 6.01
- LUMO (spin up / spin down): -0.1962 / -0.2977 Ha
- Multiplicity: 5
- Total charge: +2

Geometry (Å):
Os 0.09 -0.23 0.19
C 5.16 0.23 -0.62
N 4.57 -1.03 -0.20
C 5.31 -2.30 -0.35
C 4.31 -3.36 0.16
N 3.16 -2.53 0.53
C 3.37 -1.25 0.28
S 2.30 0.10 0.64
H 6.24 0.17 -0.48
H 4.78 1.05 -0.02
H 4.96 0.43 -1.68
H 6.22 -2.26 0.25
H 5.59 -2.45 -1.40
H 4.68 -3.90 1.02
H 4.03 -4.07 -0.61
H 2.27 -2.88 0.87
C -5.23 0.18 -1.32
C -4.29 -1.03 -1.24
C -2.95 -0.68 -0.79
N -1.89 -0.42 -0.44
H -6.17 -0.14 -1.77
H -4.81 0.97 -1.94
H -5.44 0.57 -0.33
H -4.17 -1.52 -2.21
H -4.66 -1.79 -0.55
C 1.13 3.12 -0.73
Si -0.16 2.49 0.46
C 0.40 2.42 2.26
C -1.80 3.29 0.27
C -3.05 2.72 0.54
C -4.21 3.46 0.46
C -4.15 4.81 0.10
C -2.93 5.40 -0.17
C -1.76 4.65 -0.09
H 1.94 3.60 -0.18
H 0.66 3.86 -1.38
H 1.57 2.36 -1.37
H 1.07 3.28 2.38
H 0.94 1.55 2.63
H -0.48 2.57 2.88
H -3.10 1.68 0.87
H -5.17 3.01 0.68
H -5.06 5.39 0.04
H -2.88 6.45 -0.44
H -0.82 5.14 -0.32
C -0.02 -5.08 0.30
C 0.11 -4.41 -0.91
C 0.19 -3.02 -0.93
C 0.12 -2.31 0.26
C -0.02 -2.97 1.48
C -0.10 -4.36 1.49
H -0.07 -6.16 0.32
H 0.17 -4.96 -1.83
H 0.31 -2.51 -1.89
H -0.05 -2.43 2.42
H -0.21 -4.89 2.43


Computed, not measured: a single C21H29N5O3 molecule, with ωB97M-V/def2-TZVPD.

Results
- Orbital gap: 9.253 eV
- Relative energy (zero: lowest compared OMol25 entry of this formula, charge and spin): 190.31 kJ/mol
- M: 399.49 g/mol
- Energy: -35841.738 eV
- LUMO: 0.0280 Ha
- SMILES string: CC(C)NC(=O)N1CCC(n2nccc2NC(=O)CCOc2ccccc2)CC1

Geometry (Å):
C -5.21 -2.59 -1.38
C -3.76 -2.25 -1.02
C -3.11 -3.37 -0.23
N -3.72 -1.01 -0.26
C -3.19 0.13 -0.78
O -2.65 0.16 -1.87
N -3.38 1.27 -0.02
C -3.41 1.29 1.43
C -2.22 2.09 2.00
C -0.99 1.98 1.09
N -0.57 0.59 1.02
N -1.12 -0.33 1.81
C -0.53 -1.47 1.52
C 0.43 -1.31 0.52
C 0.39 0.04 0.24
N 1.18 0.74 -0.68
C 1.92 1.85 -0.40
O 1.86 2.44 0.66
C 2.82 2.28 -1.54
C 4.17 1.54 -1.48
O 4.04 0.15 -1.65
C 3.93 -0.68 -0.57
C 3.88 -2.04 -0.88
C 3.77 -2.99 0.11
C 3.70 -2.60 1.44
C 3.75 -1.25 1.76
C 3.86 -0.29 0.77
C -1.32 2.56 -0.30
C -2.82 2.49 -0.58
H -5.24 -3.49 -2.00
H -5.66 -1.77 -1.93
H -5.79 -2.78 -0.48
H -3.19 -2.05 -1.93
H -3.11 -4.29 -0.81
H -2.08 -3.11 0.01
H -3.65 -3.55 0.70
H -4.28 -0.97 0.57
H -4.35 1.76 1.76
H -3.36 0.28 1.81
H -1.98 1.70 2.98
H -2.47 3.14 2.09
H -0.16 2.55 1.53
H -0.81 -2.37 2.04
H 1.07 -2.05 0.09
H 1.42 0.21 -1.51
H 2.34 2.07 -2.50
H 3.00 3.35 -1.45
H 4.69 1.79 -0.55
H 4.78 1.88 -2.32
H 3.94 -2.33 -1.92
H 3.73 -4.04 -0.15
H 3.60 -3.34 2.22
H 3.69 -0.94 2.79
H 3.88 0.75 1.05
H -0.97 3.59 -0.36
H -0.81 1.98 -1.07
H -3.35 3.33 -0.13
H -3.00 2.48 -1.66


Computed, not measured: a molecular structure, C21H29N6OPdS in a non-equilibrium geometry, with ωB97M-V/def2-TZVPD.

Results
- Orbital gap (spin up / spin down): 6.519 / 4.489 eV
- Relative energy (zero: lowest compared OMol25 entry of this formula, charge and spin): 105.35 kJ/mol
- M: 519.99 g/mol
- Energy: -47522.820 eV
- <S²>: 6.07
- LUMO (spin up / spin down): -0.3420 / -0.4520 Ha
- Multiplicity: 5
- Total charge: +3

Geometry (Å):
Pd 0.65 0.58 -0.19
N 4.36 2.91 -0.17
C 5.06 1.80 0.12
C 4.10 0.77 0.32
N 2.88 1.25 0.15
C 3.03 2.56 -0.15
C 1.88 3.34 -0.35
N 0.66 2.74 -0.36
C -0.23 3.73 -0.48
C 0.43 4.96 -0.57
N 1.74 4.69 -0.50
H 4.77 3.81 -0.39
H 6.14 1.80 0.18
H 4.28 -0.27 0.57
H -1.29 3.54 -0.51
H 0.05 5.96 -0.69
H 2.47 5.39 -0.52
S -2.73 0.87 -1.33
C -4.43 0.74 -1.00
N -5.35 0.85 -1.93
C -6.71 0.69 -1.37
C -6.43 0.44 0.13
N -4.95 0.52 0.19
H -5.17 1.00 -2.91
H -7.21 -0.16 -1.84
H -7.31 1.58 -1.55
H -6.77 -0.53 0.47
H -6.86 1.21 0.77
H -4.42 0.42 1.04
C 2.07 -1.12 -2.57
C 2.25 -2.40 -1.76
C 1.29 -3.50 -2.25
C 2.13 -2.25 -0.25
C 3.12 -2.75 0.56
C 2.99 -2.74 1.96
C 1.83 -2.23 2.57
C 0.79 -1.74 1.83
C -0.49 -1.32 2.53
C -1.71 -2.16 2.12
C -0.78 0.18 2.42
C 0.93 -1.71 0.37
O -0.07 -1.34 -0.37
H 2.32 -1.33 -3.61
H 2.74 -0.32 -2.23
H 1.04 -0.78 -2.56
H 3.27 -2.76 -1.93
H 0.26 -3.17 -2.17
H 1.41 -4.42 -1.68
H 1.50 -3.72 -3.30
H 4.00 -3.20 0.12
H 3.77 -3.17 2.57
H 1.75 -2.27 3.65
H -0.31 -1.52 3.59
H -1.98 -1.99 1.08
H -2.56 -1.91 2.76
H -1.51 -3.22 2.24
H -1.26 0.42 1.46
H 0.12 0.78 2.55
H -1.49 0.48 3.19